# C17H24F5FeO2Te

A structure of composition C17H24F5FeO2Te at a distorted geometry (ωB97M-V/def2-TZVPD, the Open Molecules 2025 dataset).

Atoms and positions in Å:
Fe  -2.16280  -0.03085  -0.57002
C  -6.11178  0.85196  -1.58792
C  -5.18734  0.79949  -0.41457
C  -5.73890  0.40530  0.91931
O  -3.99299  1.01653  -0.55784
H  -7.06954  1.29749  -1.32429
H  -6.29798  -0.18115  -1.89527
H  -5.64258  1.37570  -2.41589
H  -6.69292  0.89171  1.11664
H  -5.01802  0.62293  1.70316
H  -5.92239  -0.67260  0.89410
F  -3.91691  -1.16363  -2.65623
C  -2.94576  -1.52841  -1.74764
F  -3.70784  -1.93496  -0.59280
C  -2.34828  -2.82390  -2.26049
F  -1.52640  -2.56758  -3.29430
F  -3.27071  -3.69520  -2.68945
F  -1.63470  -3.42295  -1.30202
C  6.76515  -0.37063  1.10584
C  5.39456  -0.45400  0.49788
C  4.78248  -1.67960  0.26980
C  3.51108  -1.77599  -0.27821
C  2.92191  -3.14249  -0.47985
C  2.82559  -0.59652  -0.63141
Te  0.89661  -0.75475  -1.45360
C  3.43325  0.65347  -0.41509
C  2.78268  1.96902  -0.73943
C  4.70268  0.69616  0.15061
H  7.18242  -1.36210  1.27664
H  6.73560  0.15245  2.06318
H  7.44934  0.17729  0.45596
H  5.30882  -2.59054  0.53188
H  3.57960  -3.90293  -0.06038
H  2.77908  -3.36517  -1.53872
H  1.94249  -3.22585  -0.00742
H  1.92387  1.85338  -1.39508
H  3.50074  2.63285  -1.22269
H  2.44389  2.46244  0.17396
H  5.16327  1.66422  0.31819
C  0.42177  1.48859  2.38168
C  -0.53362  1.81888  1.24182
C  -1.71576  2.64314  1.72894
O  -0.96278  0.62632  0.64535
H  0.85412  2.39166  2.81643
H  1.23066  0.85486  2.01594
H  -0.10796  0.94502  3.16610
H  0.01617  2.40101  0.48764
H  -2.24651  2.10692  2.51913
H  -2.41611  2.84385  0.91678
H  -1.37726  3.59915  2.13363

Force components x, y, z for each atom (eV/Å):
1.023 0.584 0.548
0.003 0.036 0.035
-0.097 -0.112 0.001
0.038 -0.017 -0.015
0.009 0.080 -0.104
-0.004 0.020 -0.005
0.010 -0.010 0.007
-0.011 -0.003 -0.006
0.007 0.027 0.000
-0.008 -0.012 0.014
0.014 -0.017 -0.014
0.127 -0.043 -0.139
-0.603 0.021 0.305
-0.151 -0.227 -0.093
0.138 0.002 -0.339
-0.088 -0.021 0.066
-0.020 -0.042 0.046
0.113 -0.028 0.091
0.063 0.017 0.018
-0.028 -0.040 -0.014
0.031 0.160 0.060
-0.100 0.198 -0.160
-0.084 0.039 -0.069
0.363 0.136 0.362
0.351 -0.417 -0.677
-0.073 -0.274 0.080
0.006 -0.021 0.028
0.014 -0.122 -0.056
0.004 -0.002 0.003
0.008 0.001 0.011
0.009 -0.001 0.003
-0.005 -0.016 0.011
-0.075 -0.018 0.022
-0.002 0.050 -0.077
-0.038 -0.074 0.092
-0.090 0.058 -0.088
-0.057 0.003 -0.041
-0.052 -0.012 0.004
0.014 0.025 -0.006
0.016 -0.009 -0.080
-0.129 -0.244 -0.021
0.059 0.154 0.052
-0.690 0.078 0.154
-0.006 0.043 0.006
0.020 -0.006 -0.008
-0.018 -0.020 0.001
0.007 0.088 0.015
0.001 -0.041 -0.013
0.014 -0.009 -0.034
-0.030 0.040 0.027

As for the orbital gap (alpha / beta): 7.732 / 5.418 eV. The value obtained for the highest occupied orbital energy (alpha / beta) is -7.36 / -7.12 eV. As for the expectation value of S²: 8.7679. As for the net charge: 0. The LUMO energy (alpha / beta) is 0.376 / -1.701 eV. The spin multiplicity is 6.


# C17H24N2O3

An isolated molecule of C17H24N2O3 (ωB97M-V/def2-TZVPD, the Open Molecules 2025 dataset).

Atoms and positions in Å:
C  1.18181  4.90006  6.07120
C  1.97853  3.60762  5.97008
H  1.48702  2.81464  6.54304
H  3.00212  3.74566  6.32414
O  2.10945  3.17979  4.61191
C  1.09613  2.48358  4.08936
O  0.09595  2.19181  4.69084
C  1.39522  2.08209  2.65999
C  0.17836  2.32266  1.76752
C  0.44001  1.79060  0.36295
N  0.72752  0.36824  0.40697
C  1.92890  0.12651  1.18586
C  1.72830  0.58675  2.62543
H  0.89829  0.03341  3.06692
H  2.63145  0.38503  3.20393
H  2.79947  0.64957  0.74753
H  2.13836  -0.94382  1.18136
C  0.79613  -0.21939  -0.91831
C  0.67203  -1.74925  -0.85678
C  0.23982  -2.29765  -2.20793
O  1.00809  -2.82979  -2.97575
N  -1.08777  -2.09728  -2.44428
C  -1.84568  -2.41669  -3.57610
C  -3.19342  -2.06096  -3.57360
C  -3.99405  -2.35063  -4.66124
C  -3.46228  -2.99833  -5.76391
C  -2.12389  -3.35227  -5.76755
C  -1.31241  -3.06710  -4.68446
H  -0.27175  -3.34329  -4.68934
H  -1.70230  -3.85801  -6.62341
H  -4.08836  -3.22494  -6.61361
H  -5.03675  -2.06926  -4.64687
H  -3.61152  -1.55547  -2.71332
H  -1.61063  -1.63981  -1.70935
H  1.63042  -2.20280  -0.60737
H  -0.05694  -2.00966  -0.08781
H  -0.04178  0.18325  -1.49591
H  1.72423  0.05265  -1.44933
H  1.27219  2.35653  -0.09610
H  -0.45094  1.94452  -0.25148
H  -0.67700  1.80335  2.20095
H  -0.05238  3.38819  1.71681
H  2.25368  2.66124  2.30819
H  1.15072  5.22891  7.10593
H  0.16514  4.73575  5.72285
H  1.64340  5.67564  5.46475

Force components x, y, z for each atom (eV/Å):
0.152 -0.334 -0.198
-0.242 0.097 0.462
0.158 0.105 -0.053
-0.120 -0.063 -0.046
0.328 0.165 -0.099
0.055 -0.072 -0.353
-0.116 -0.013 0.086
-0.274 -0.108 0.159
0.182 0.058 -0.127
-0.190 0.124 0.132
0.017 0.081 -0.075
-0.067 -0.137 0.260
0.190 0.076 -0.163
0.009 -0.036 0.039
0.007 -0.032 0.036
-0.009 -0.057 -0.034
0.082 0.027 -0.021
-0.092 -0.103 0.089
0.201 0.128 -0.216
0.175 0.071 0.578
0.166 -0.112 -0.253
-0.409 0.176 0.211
-0.116 -0.092 -0.314
0.079 -0.007 0.029
-0.010 0.008 0.018
-0.054 -0.045 -0.135
-0.163 0.045 0.003
0.236 -0.046 0.037
0.022 -0.002 0.008
0.047 -0.040 -0.062
-0.052 -0.018 -0.069
-0.073 0.023 0.011
-0.042 0.050 0.085
0.175 -0.108 -0.083
-0.099 -0.073 -0.035
-0.017 0.011 0.028
0.087 0.014 0.015
-0.075 0.021 -0.016
-0.036 -0.013 -0.041
0.080 0.016 -0.025
-0.040 0.039 -0.007
-0.045 0.024 0.015
-0.048 -0.039 0.006
-0.015 0.068 0.114
-0.078 0.025 0.015
0.035 0.101 -0.011

As for the orbital gap: 9.246 eV. The value obtained for the highest occupied orbital energy is -8.52 eV. As for the net charge: 0. The LUMO energy is 0.722 eV. The spin multiplicity is 1. The SMILES is CCOC(=O)C1CCN(CCC(=O)Nc2ccccc2)CC1.


# C17H24N2O4

An isolated molecule of C17H24N2O4 (ωB97M-V/def2-TZVPD, the Open Molecules 2025 dataset).

Atoms and positions in Å:
C  2.62358  0.22085  2.23770
H  1.86329  0.62869  1.57723
H  2.25507  0.22616  3.26127
H  3.49766  0.86329  2.18495
C  3.00589  -1.19173  1.79119
C  4.22751  -1.70583  2.55290
H  5.09274  -1.10382  2.29010
H  4.43178  -2.74046  2.28632
H  4.07566  -1.63929  3.62809
O  1.89990  -2.08959  1.83665
C  1.49893  -2.56641  3.10839
C  0.14991  -3.27202  2.96531
C  -0.99687  -2.29138  2.72714
N  -0.83105  -1.60180  1.46991
C  -1.80867  -1.49142  0.55636
O  -2.94844  -1.87505  0.72745
C  -1.36539  -0.75398  -0.70301
H  -2.03510  -1.01742  -1.52187
H  -0.34521  -1.03636  -0.96643
C  -1.41603  0.75259  -0.42838
N  -0.87604  1.52242  -1.53424
C  0.45811  1.76309  -1.53093
O  1.19455  1.38521  -0.64065
C  0.98203  2.50385  -2.75125
H  1.89016  3.04479  -2.47847
O  0.08699  3.45085  -3.28541
C  -1.19779  2.99928  -3.41175
C  -2.01084  3.57493  -4.37535
C  -3.31812  3.14761  -4.52513
C  -3.80688  2.13334  -3.72155
C  -3.00637  1.56432  -2.74568
C  -1.70001  2.00234  -2.56508
H  -3.41143  0.78181  -2.12574
H  -4.81967  1.78257  -3.84436
H  -3.94701  3.59983  -5.27583
H  -1.59827  4.35694  -4.99223
H  1.23924  1.74929  -3.51468
H  -2.43658  1.07812  -0.22416
H  -0.79303  0.97696  0.44231
H  0.12720  -1.37002  1.23673
H  -1.95674  -2.81352  2.68985
H  -1.03199  -1.56024  3.54545
H  -0.04711  -3.83682  3.87702
H  0.21096  -3.96902  2.12876
H  2.24106  -3.28015  3.49263
H  1.40922  -1.74160  3.82771
H  3.24318  -1.16122  0.72079

Force components x, y, z for each atom (eV/Å):
-0.107 -0.407 -0.194
-0.075 0.076 -0.023
0.009 0.019 0.142
0.095 0.120 0.011
0.412 0.341 -0.016
-0.379 -0.059 -0.222
0.092 0.064 0.006
0.066 -0.101 0.004
0.034 -0.002 0.125
-0.191 -0.057 -0.078
-0.034 -0.356 0.201
0.161 0.480 -0.043
-0.130 -0.225 0.164
0.439 -0.026 0.223
0.245 0.261 -0.488
-0.446 -0.097 -0.002
-0.227 0.013 0.167
0.036 -0.052 0.054
0.029 0.036 -0.031
0.098 -0.159 0.215
-0.103 0.008 0.187
0.131 0.296 -0.215
0.249 -0.103 -0.005
0.409 -0.259 0.000
-0.155 -0.168 0.039
-0.338 0.159 0.130
-0.230 -0.131 -0.163
0.189 -0.089 0.168
-0.007 -0.011 -0.010
-0.055 0.023 -0.006
0.076 0.026 -0.018
0.038 0.296 -0.354
-0.009 -0.096 0.107
-0.089 -0.035 -0.004
-0.056 0.040 -0.075
0.069 0.089 -0.082
-0.036 0.105 0.118
0.067 0.004 -0.017
-0.186 -0.002 -0.119
-0.158 -0.003 -0.164
0.106 0.114 0.055
-0.062 -0.119 0.005
0.013 -0.035 0.024
-0.008 -0.110 0.017
-0.037 0.143 -0.009
0.029 -0.040 0.003
0.030 0.031 0.173

As for the orbital gap: 9.227 eV. The value obtained for the highest occupied orbital energy is -8.44 eV. As for the net charge: 0. The LUMO energy is 0.785 eV. The spin multiplicity is 1. The SMILES is CC(C)OCCCNC(=O)CCN1C(=O)COc2ccccc21.


M (computed, g/mol): 538.81, 304.39, 320.39